Entry 1:
{
  "formula": "C2H8S",
  "method": "ωB97M-V/def2-TZVPD",
  "symbols": ["C", "S", "H", "H", "H", "H", "C", "H", "H", "H", "H"],
  "positions_angstrom": [[-3.044, -0.594, 0.340], [-3.156, -0.758, -1.495], [-2.903, -1.596, 0.730], [-2.243, 0.032, 0.725], [-3.965, -0.143, 0.695], [-3.871, -1.896, -1.444], [3.861, 1.005, 0.069], [3.158, 0.483, -0.578], [4.767, 0.415, 0.156], [3.418, 1.026, 1.066], [3.977, 2.025, -0.265]],
  "forces_ev_per_angstrom": [[-0.4, -0.1, -0.2], [0.3, 0.1, 0.5], [-0.1, 0.1, 0.2], [0.3, 0.0, -0.6], [-0.1, -0.2, 0.1], [0.1, 0.2, -0.1], [-0.7, -0.5, 0.6], [0.0, 0.0, -0.1], [0.3, 0.3, -0.3], [0.0, 0.1, 0.0], [0.4, 0.1, -0.2]],
  "smiles": "CS.C"
}

Entry 2:
{
  "formula": "C2H8S2",
  "method": "ωB97M-V/def2-TZVPD",
  "symbols": ["C", "S", "H", "H", "H", "H", "C", "S", "H", "H", "H", "H"],
  "positions_angstrom": [[2.211, 2.581, -1.540], [1.189, 2.328, -0.103], [3.149, 2.047, -1.312], [2.446, 3.644, -1.718], [1.779, 2.156, -2.462], [0.643, 1.273, -0.744], [-1.579, -2.711, 1.315], [-2.844, -1.718, 2.080], [-1.353, -3.618, 1.900], [-0.642, -2.150, 1.160], [-1.974, -3.016, 0.331], [-3.024, -0.816, 1.092]],
  "forces_ev_per_angstrom": [[1.5, 0.2, -0.7], [-1.0, -0.5, -0.2], [-0.2, 0.4, -0.5], [-0.2, -0.5, 0.2], [0.1, 0.3, 0.5], [-0.3, 0.1, 0.8], [0.6, -0.3, -1.2], [-0.5, 0.5, 0.6], [-0.3, 0.5, -0.1], [-0.4, -0.3, 0.2], [0.4, -0.1, 0.4], [0.2, -0.3, 0.1]],
  "smiles": "CS.CS"
}

Calculated energy relative to the best compared isomer or geometry (same formula, charge and spin) in order - 4.1, 13.9 kcal/mol
Calculated HOMO level in order - -9.1, -9.0 eV
Calculated electronic energy in order - -13038.5849, -23873.5460 eV